{"formula": "C3H11O2S", "method": "ωB97M-V/def2-TZVPD", "charge": -1, "e_tot_ha": -669.45122, "gap_ev": 7.332, "e_homo_ev": -4.5, "mol_weight_g_mol": 111.19, "spin_multiplicity": 1, "elements": ["C", "C", "C", "S", "H", "H", "H", "H", "H", "H", "H", "H", "H", "O", "H", "H", "O"], "coordinates": [[-1.047, -1.112, 0.078], [-0.543, 0.244, 0.495], [-0.607, 0.564, 1.942], [0.569, -0.488, 2.805], [-0.409, -1.853, 0.547], [-2.072, -1.270, 0.377], [-0.940, -1.241, -0.991], [-0.883, 1.046, -0.160], [0.636, 0.152, 0.359], [-0.375, 1.623, 2.110], [-1.637, 0.414, 2.268], [1.420, 0.026, 0.708], [1.873, -1.166, -2.343], [0.994, -0.833, -2.152], [1.066, 2.003, -2.500], [1.015, 0.355, -1.882], [0.939, 1.537, -1.661]], "lowdin_charge": [-0.116, -0.373, -0.714, 0.391, 0.052, 0.074, 0.054, 0.109, -0.001, 0.059, 0.071, 0.227, -0.058, -0.321, -0.048, -0.076, -0.329]}



{"formula": "C6H12AgF5NO12S3", "method": "ωB97M-V/def2-TZVPD", "charge": -3, "e_tot_ha": -3034.17624, "gap_ev": 2.114, "e_homo_ev": 3.9, "mol_weight_g_mol": 589.22, "spin_multiplicity": 1, "elements": ["Ag", "N", "S", "O", "O", "F", "S", "O", "O", "F", "C", "F", "F", "F", "S", "O", "O", "O", "C", "O", "O", "O", "C", "C", "O", "H", "H", "H", "H", "H", "H", "C", "C", "O", "H", "H", "H", "H", "H", "H"], "coordinates": [[0.542, -1.360, 0.238], [1.457, 3.488, 1.942], [0.002, 3.559, 2.127], [-0.550, 3.487, 3.463], [-0.751, 2.887, 1.053], [-0.165, 5.137, 1.767], [1.674, 1.984, 2.634], [0.987, 0.792, 2.134], [2.028, 1.952, 4.066], [3.138, 1.690, 1.927], [2.444, -0.665, -4.034], [1.314, -0.008, -4.314], [2.194, -1.997, -4.016], [3.381, -0.394, -4.955], [3.042, -0.119, -2.221], [2.833, 1.335, -2.174], [2.202, -0.881, -1.354], [4.451, -0.584, -2.147], [1.371, -4.390, 0.987], [0.304, -4.707, 0.480], [2.052, -5.432, 1.056], [1.707, -3.229, 1.235], [-1.654, -0.473, -2.129], [-1.196, 0.951, -1.826], [-0.479, 0.789, -0.591], [-0.872, -1.040, -2.633], [-2.406, -0.403, -2.915], [-1.854, -1.086, -1.250], [-2.060, 1.598, -1.674], [-0.614, 1.438, -2.608], [-0.392, 1.656, -0.188], [-3.353, -0.007, 1.476], [-2.180, -0.724, 2.157], [-1.673, -1.770, 1.276], [-3.006, 0.483, 0.566], [-3.880, 0.704, 2.113], [-4.111, -0.684, 1.083], [-2.704, -1.318, 2.906], [-1.443, -0.055, 2.602], [-1.780, -2.603, 1.741]], "lowdin_charge": [0.780, -0.265, 0.423, -0.301, -0.318, -0.228, 0.624, -0.298, -0.313, -0.218, -0.620, 0.091, 0.095, 0.090, 0.489, -0.363, -0.363, -0.369, -1.196, -0.184, -0.214, -0.167, -0.090, -0.286, -0.149, 0.062, 0.059, 0.060, 0.094, 0.103, 0.020, -0.095, -0.258, -0.144, 0.052, 0.062, 0.062, 0.095, 0.100, 0.078]}



{"formula": "C4H10NO2", "method": "ωB97M-V/def2-TZVPD", "charge": -1, "e_tot_ha": -363.63918, "gap_ev": 6.785, "e_homo_ev": -2.8, "mol_weight_g_mol": 104.13, "spin_multiplicity": 1, "elements": ["N", "C", "C", "O", "C", "C", "O", "H", "H", "H", "H", "H", "H", "H", "H", "H", "H"], "coordinates": [[-0.254, -1.095, 0.720], [-0.318, -0.031, -0.298], [-0.419, -0.663, -1.665], [-1.614, -1.427, -1.808], [0.851, 0.948, -0.219], [0.914, 1.627, 1.172], [0.925, 0.760, 2.202], [0.583, -1.658, 0.532], [0.071, -0.582, 1.569], [-1.240, 0.509, -0.089], [0.440, -1.330, -1.814], [-0.355, 0.098, -2.434], [-1.802, -1.700, -0.893], [1.786, 0.415, -0.383], [0.697, 1.723, -0.987], [1.795, 2.299, 1.134], [0.050, 2.356, 1.172]], "lowdin_charge": [0.015, -0.431, -0.268, -0.102, -0.191, -0.524, -0.348, 0.064, 0.024, 0.137, 0.110, 0.103, 0.062, 0.102, 0.098, 0.069, 0.081]}



{"formula": "C5H12IN2", "method": "ωB97M-V/def2-TZVPD", "charge": 1, "e_tot_ha": -604.54191, "gap_ev": [7.979, 7.987], "e_homo_ev": [-12.8, -12.8], "mol_weight_g_mol": 227.07, "spin_multiplicity": 1, "elements": ["C", "C", "C", "C", "C", "N", "N", "I", "H", "H", "H", "H", "H", "H", "H", "H", "H", "H", "H", "H"], "coordinates": [[-0.078, 0.295, 0.687], [-0.304, 2.186, -2.266], [0.603, -2.862, 1.750], [-1.037, 1.857, -0.909], [0.390, -2.242, 0.470], [0.607, 0.960, 1.554], [-0.584, 0.544, -0.472], [-0.784, -2.853, -1.072], [0.740, 2.205, -1.929], [-0.377, 1.441, -3.063], [-0.694, 3.216, -2.716], [1.399, -2.357, 2.197], [-0.171, -3.120, 2.408], [1.011, -3.873, 1.537], [-2.199, 1.928, -1.009], [-0.705, 2.559, -0.102], [1.316, -1.880, 0.030], [1.059, 0.346, 2.310], [0.671, 1.989, 1.601], [-0.860, -0.339, -1.008]], "lowdin_charge": [-0.191, -0.079, -0.177, -0.216, -0.665, 0.140, -0.039, 1.083, 0.068, 0.065, 0.125, 0.066, 0.078, 0.122, 0.152, 0.114, 0.038, 0.160, 0.135, 0.024]}



{"formula": "C17H26N3S", "method": "ωB97M-V/def2-TZVPD", "charge": 1, "e_tot_ha": -1225.58645, "gap_ev": 9.190, "e_homo_ev": -11.7, "mol_weight_g_mol": 304.48, "spin_multiplicity": 1, "elements": ["C", "N", "C", "C", "H", "H", "H", "H", "H", "H", "H", "H", "C", "C", "C", "C", "C", "C", "C", "N", "C", "C", "C", "C", "C", "C", "S", "C", "N", "H", "H", "H", "H", "H", "H", "H", "H", "H", "H", "H", "H", "H", "H", "H", "H", "H", "H"], "coordinates": [[-0.876, 3.499, 0.306], [-1.556, 2.202, 0.042], [-2.864, 2.306, -0.622], [-0.667, 1.279, -0.727], [-1.506, 4.256, 0.800], [-0.016, 3.333, 0.952], [-0.514, 3.964, -0.620], [-3.569, 3.011, -0.153], [-2.766, 2.622, -1.672], [-3.331, 1.326, -0.614], [-1.225, 1.111, -1.659], [0.199, 1.932, -0.905], [2.019, -0.525, -3.352], [1.300, 0.416, -2.383], [2.324, 1.396, -1.788], [0.284, 1.184, -3.235], [0.662, -0.562, -1.343], [1.629, -1.398, -0.552], [0.916, -2.317, 0.424], [0.122, -1.508, 1.359], [-0.363, -1.951, 2.605], [-1.207, -1.012, 3.183], [-1.791, -1.282, 4.408], [-1.485, -2.481, 5.053], [-0.605, -3.400, 4.468], [-0.045, -3.158, 3.203], [-1.371, 0.422, 2.154], [-0.390, -0.321, 0.982], [-0.208, 0.123, -0.292], [1.322, -1.289, -3.731], [2.409, 0.018, -4.224], [2.872, -1.035, -2.887], [1.915, 2.107, -1.054], [3.159, 0.864, -1.313], [2.727, 2.006, -2.607], [-0.071, 2.117, -2.787], [0.787, 1.493, -4.155], [-0.557, 0.556, -3.505], [-0.037, -1.189, -1.923], [2.243, -1.990, -1.237], [2.298, -0.730, 0.000], [0.270, -3.045, -0.117], [1.663, -2.920, 0.967], [-2.465, -0.559, 4.851], [-1.923, -2.709, 6.024], [-0.333, -4.315, 4.983], [0.622, -3.847, 2.694]], "lowdin_charge": [-0.068, -0.273, -0.079, -0.296, 0.096, 0.083, 0.089, 0.097, 0.092, 0.085, 0.117, 0.089, -0.051, -0.535, -0.021, -0.061, -0.175, -0.115, -0.085, -0.006, -0.228, -0.412, -0.065, -0.058, -0.047, 0.006, 1.205, -0.420, 0.005, 0.105, 0.101, 0.085, 0.082, 0.091, 0.104, 0.082, 0.097, 0.099, 0.168, 0.127, 0.139, 0.156, 0.136, 0.118, 0.117, 0.113, 0.113]}



{"formula": "C4H10O", "method": "ωB97M-V/def2-TZVPD", "e_tot_ha": -233.59862, "gap_ev": 10.727, "e_homo_ev": -9.8, "mol_weight_g_mol": 74.12, "spin_multiplicity": 1, "elements": ["C", "C", "C", "C", "H", "H", "H", "H", "H", "H", "H", "H", "O", "H", "H"], "coordinates": [[-1.478, 1.520, -2.245], [-0.441, 0.728, -2.445], [0.351, -0.200, -1.528], [0.000, 0.000, 0.000], [-1.946, 2.087, -3.059], [-1.953, 1.559, -1.258], [-0.077, 0.711, -3.481], [0.073, -1.214, -1.874], [1.450, -0.102, -1.621], [0.210, 1.071, 0.159], [0.743, -0.591, 0.561], [-1.003, -0.225, 0.400], [-1.488, 4.184, -2.841], [-0.727, 3.561, -2.801], [-1.224, 4.853, -3.513]], "lowdin_charge": [-0.041, -0.206, -0.243, -0.119, 0.056, 0.072, 0.094, 0.104, 0.105, 0.070, 0.062, 0.070, -0.105, 0.024, 0.056]}



Q: Which formula does entry 2 have?
A: C6H12AgF5NO12S3